[1]
Molecular formula: H3OPS
Method: DFT, wB97M-V/def2-TZVPD

strongest force on any atom = 2.5 eV Å⁻¹
energy relative to the best compared isomer or geometry (same formula, charge and spin) = 37.4 kcal/mol
orbital gap = 8.47 eV
SMILES = O=P.S
LUMO level = -1.19 eV

Geometry (Å):
O  0.054  -0.891  1.294
P  -0.267  -1.700  0.114
S  0.553  2.024  -1.107
H  -0.696  2.483  -0.863
H  -0.065  -2.958  0.883
H  0.421  1.041  -0.320

Cartesian forces, eV/Å:
O 0.2 1.9 0.5
P 0.2 -1.8 0.7
S -0.1 2.0 -1.5
H 0.3 -0.2 0.0
H -0.3 -0.2 -1.2
H -0.3 -1.8 1.6


[2]
Molecular formula: H3OPS
Method: DFT, wB97M-V/def2-TZVPD

strongest force on any atom = 4.7 eV Å⁻¹
energy relative to the best compared isomer or geometry (same formula, charge and spin) = 88.3 kcal/mol
orbital gap (spin up / spin down) = 6.53 / 7.93 eV
LUMO level (spin up / spin down) = -1.38 / -0.92 eV

Geometry (Å):
O  -0.642  -0.232  -0.553
P  1.299  0.703  0.406
S  -2.030  -0.116  0.062
H  1.535  1.253  -0.930
H  1.807  -0.455  0.217
H  -1.968  -1.153  0.798

Cartesian forces, eV/Å:
O 2.8 0.6 -0.6
P -2.8 3.6 -0.5
S -1.3 1.8 -0.5
H 0.0 -0.6 0.9
H 1.7 -3.5 -0.9
H -0.4 -1.9 1.6


[3]
Molecular formula: H3OS2
Method: DFT, wB97M-V/def2-TZVPD

strongest force on any atom = 1.0 eV Å⁻¹
energy relative to the best compared isomer or geometry (same formula, charge and spin) = 12.3 kcal/mol
net charge = -1
orbital gap = 5.36 eV
LUMO level = 3.37 eV

Geometry (Å):
O  -0.447  -2.486  1.498
H  -0.260  -1.534  1.453
S  1.940  2.536  -0.831
S  0.347  1.563  -1.648
H  -1.300  -2.516  1.972
H  -0.280  2.438  -2.444

Cartesian forces, eV/Å:
O -0.7 0.4 0.5
H 0.1 -0.3 -0.2
S 0.5 0.5 0.2
S -0.5 -0.9 -0.1
H 0.6 -0.1 -0.4
H 0.0 0.4 -0.1


[4]
Molecular formula: H3PS2
Method: DFT, wB97M-V/def2-TZVPD

strongest force on any atom = 3.4 eV Å⁻¹
energy relative to the best compared isomer or geometry (same formula, charge and spin) = 38.6 kcal/mol
orbital gap = 7.30 eV
SMILES = P=S.S
LUMO level = -1.79 eV

Geometry (Å):
P  -0.481  1.699  0.158
S  -1.316  1.616  -1.584
S  -0.040  -1.911  0.358
H  0.654  1.068  -0.042
H  1.423  -1.859  0.410
H  -0.240  -0.612  0.700

Cartesian forces, eV/Å:
P -2.9 1.7 0.1
S 0.3 0.0 0.4
S 2.2 0.2 0.2
H 2.7 -1.3 -0.6
H -2.5 0.1 0.0
H 0.3 -0.7 0.0


| no. | electronic energy (eV) |
| --- | --- |
| 1 | -22218.717 |
| 2 | -22216.506 |
| 3 | -23767.726 |
| 4 | -31006.401 |